Molecular formula: C2HNaO4
Method: DFT, ωB97M-V with the def2-TZVPD basis set

Element x y z (Å)
O: 1.80266 -0.45003 0.80058
C: 0.78724 -1.07543 0.93364
O: -0.41178 -0.47141 0.85812
C: -0.78059 0.25770 -0.28050
O: -1.55705 1.19616 -0.05233
O: -0.08530 0.14706 -1.30652
Na: -0.47969 2.57226 -1.91259
H: 0.72453 -2.17629 0.95959

Force components x, y, z for each atom (eV/Å):
O -0.1532 -0.7098 0.6126
C 0.8815 0.7016 -1.7475
O -1.3407 -1.0048 0.3437
C 1.9763 2.8488 0.0207
O -1.0151 -0.0789 -0.0001
O -0.1336 -0.8102 -0.5186
Na -0.2345 -1.1750 0.7139
H 0.0193 0.2282 0.5753

Summary:
**Energy**: -14697.3624 eV
**Energy relative to the best compared isomer or geometry (same formula, charge and spin)**: 78.3 kJ/mol
**LUMO level**: -1.22 eV
**Frontier orbital gap**: 7.94 eV
**Maximum force**: 3.5 eV/A

=====

Molecular formula: C2HO2S2
Method: DFT, ωB97M-V with the def2-TZVPD basis set

Element x y z (Å)
C: 0.03090 -1.31453 0.37038
C: 0.05472 0.01740 -0.01888
O: -1.16968 -0.78398 0.10919
O: 0.50652 -2.39060 0.62322
S: 0.52472 0.78613 -2.61168
S: 0.46045 1.40805 1.04950
H: -0.40763 2.27753 0.47826

Force components x, y, z for each atom (eV/Å):
C 1.0401 -1.9345 -0.3977
C 1.3485 2.8562 -2.3288
O -0.8843 -0.3413 0.6311
O -0.6911 0.9131 0.1652
S -0.4126 -0.6997 2.2114
S -0.7966 -0.5262 -0.2506
H 0.3960 -0.2676 -0.0306

Summary:
**Energy**: -27852.9289 eV
**Energy relative to the best compared isomer or geometry (same formula, charge and spin)**: 391.2 kJ/mol
**LUMO level (alpha / beta)**: 2.87 / 3.15 eV
**Net charge**: -1
**Frontier orbital gap (alpha / beta)**: 6.62 / 6.72 eV
**Maximum force**: 3.9 eV/A

=====

Molecular formula: C2HO3S2
Method: DFT, ωB97M-V with the def2-TZVPD basis set

Element x y z (Å)
C: -0.16749 0.35592 -2.07698
C: 0.79121 1.14913 -0.85788
O: -0.19344 -0.80960 -1.93088
O: -0.65354 1.20884 -2.78470
O: 0.32326 0.76796 1.02513
S: 2.45973 1.26816 -0.98598
S: 1.16998 2.84653 -0.90273
H: 0.51696 -0.12849 0.75573

Force components x, y, z for each atom (eV/Å):
C 0.1214 3.4758 1.4160
C -2.7435 -0.7470 2.2841
O 0.1527 -3.8646 0.2677
O -0.2670 0.4993 -0.9368
O 0.8380 0.8533 -3.5133
S 2.4715 -0.5970 -0.0328
S -0.4250 1.1932 0.0981
H -0.1480 -0.8129 0.4171

Summary:
**Energy**: -29902.0758 eV
**Energy relative to the best compared isomer or geometry (same formula, charge and spin)**: 288.8 kJ/mol
**LUMO level**: 3.14 eV
**Net charge**: -1
**Frontier orbital gap**: 7.75 eV
**Maximum force**: 3.9 eV/A

=====

Molecular formula: C2HO4S
Method: DFT, ωB97M-V with the def2-TZVPD basis set

Element x y z (Å)
C: 0.41184 0.14033 -0.38132
C: 0.63235 1.29337 0.43603
O: 0.10112 1.59930 -0.69542
O: 1.00009 1.75189 1.45030
O: -1.81153 -0.79554 0.91605
O: -0.32693 -2.38737 -0.31994
S: -1.13582 -1.10250 -0.34959
H: 1.12888 -0.49948 -1.05612

Force components x, y, z for each atom (eV/Å):
C 0.1206 -2.9011 -1.2690
C 0.4608 -2.6614 0.1879
O -0.6827 1.2242 -1.7697
O 0.4932 1.5453 1.4500
O -0.2547 0.1340 0.4665
O -0.7039 1.2981 -0.0226
S 1.3927 -0.6557 -0.2705
H -0.8261 2.0165 1.2273

Summary:
**Energy**: -21114.7560 eV
**Energy relative to the best compared isomer or geometry (same formula, charge and spin)**: 189.1 kJ/mol
**LUMO level**: 3.90 eV
**Net charge**: -1
**Frontier orbital gap**: 7.69 eV
**Maximum force**: 3.2 eV/A